No. 1
Molecular formula: C2H2O3S
Method: DFT, the ωB97M-V functional and the def2-TZVPD basis

Last column: natural (NBO) charge in e.
Atoms and positions in Å:
C -0.6403 -0.7374 0.2740  0.759
C -1.7233 -0.0509 0.0310  -0.754
O 2.1689 0.5598 -1.3764  -0.834
O 0.3223 -1.3591 0.3104  -0.502
O 1.7851 0.9958 0.9901  -0.854
S 2.3233 0.1040 -0.0220  1.673
H -2.5618 -0.4712 -0.3195  0.254
H -1.6743 0.9590 0.1124  0.259

As for the spin multiplicity: 1. Its energy above the lowest of the compared OMol25 structures with the same formula, charge and spin is 53.0 kcal per mole. The HOMO-LUMO gap is 8.84 eV. Its HOMO energy is -9.76 eV.

No. 2
Molecular formula: C3H16O5
Method: DFT, the ωB97M-V functional and the def2-TZVPD basis

Last column: Mulliken spin population.
Atoms and positions in Å:
C -0.9287 1.5540 1.1880  0.058
O -0.7408 1.6894 -0.1842  0.256
C 0.1870 0.6224 1.6359  0.081
C -0.0996 -0.3426 2.8573  0.059
H -0.7596 2.4600 1.7979  0.105
H -1.9785 1.0757 1.1258  0.055
H -1.4324 1.9994 -0.6951  -0.009
H 0.3005 -0.1559 0.7969  0.081
H 1.2687 0.9807 1.5661  0.022
H -0.2124 -1.2551 2.3728  0.031
H 0.5700 -0.2109 3.6361  -0.002
H -1.0931 -0.2461 3.2653  0.011
H -2.0735 -1.0686 -0.8999  -0.008
H -1.5928 -2.4932 -1.2079  -0.003
O -2.2968 -1.9569 -1.2431  0.231
H 0.6992 -3.3544 -0.9555  -0.001
H 0.6026 -2.1354 -1.8923  0.000
O 0.1279 -2.6542 -1.2562  0.024
H 0.8677 -0.2186 -1.0315  0.001
H 2.2374 0.0309 -1.7966  0.000
O 1.3465 -0.3768 -1.8388  0.004
H 1.1007 2.1467 -0.4334  -0.003
H 2.4552 2.3479 -1.0873  0.000
O 2.0741 1.9352 -0.3088  0.006

As for the spin multiplicity: 2. Its energy above the lowest of the compared OMol25 structures with the same formula, charge and spin is 48.0 kcal per mole. The total charge is +1. The HOMO-LUMO gap (spin up / spin down) is 11.41 / 3.36 eV. Its HOMO energy (spin up / spin down) is -14.87 / -14.06 eV.

No. 3
Molecular formula: C31H45N2
Method: DFT, the ωB97M-V functional and the def2-TZVPD basis

Last column: Löwdin charge in e.
Atoms and positions in Å:
C -4.0369 -3.7866 0.1689  -0.212
C -3.1806 -2.5654 0.4949  -0.191
C -2.1769 -2.2110 -0.6001  -0.114
C -0.8371 -2.9146 -0.3661  -0.331
N 0.2405 -2.2189 -0.1922  0.081
C 1.4742 -2.9671 0.0157  -0.253
C 1.2977 -4.3455 0.5973  -0.171
C 0.2702 -5.0862 -0.2209  -0.168
N -0.9144 -4.2732 -0.3438  -0.069
C -2.0756 -4.9789 -0.8831  -0.157
C -3.2292 -5.0754 0.1085  -0.181
H -4.8202 -3.8988 0.9270  0.113
H -4.5325 -3.6430 -0.7996  0.117
H -3.8393 -1.7042 0.6437  0.109
H -2.6656 -2.7280 1.4500  0.122
H -2.5731 -2.4733 -1.5915  0.116
H -1.9643 -1.1359 -0.5974  0.095
H 2.0362 -3.0825 -0.9327  0.121
H 2.0739 -2.3454 0.6884  0.072
H 2.2401 -4.8951 0.5540  0.117
H 0.9869 -4.2727 1.6464  0.122
H 0.6721 -5.2826 -1.2267  0.135
H 0.0175 -6.0550 0.2309  0.131
H -2.4180 -4.4729 -1.7976  0.124
H -1.7487 -5.9888 -1.1619  0.124
H -2.8396 -5.3224 1.1051  0.121
H -3.8648 -5.9151 -0.2039  0.116
C -4.5577 3.6670 -0.6735  -0.050
C -3.0911 3.5987 -0.9687  -0.266
C -2.5371 2.4514 -1.5388  -0.003
C -1.1595 2.3433 -1.7765  -0.203
C -0.6702 1.0549 -2.3924  -0.036
C -0.3037 3.4062 -1.4194  -0.144
C 1.2041 3.3243 -1.6096  -0.300
C 1.5831 3.6259 -3.0606  -0.035
C 1.8854 2.0055 -1.1256  -0.131
C 1.3316 1.4740 0.1290  0.129
C 2.0799 0.8569 1.1403  -0.106
C 1.8230 1.2029 2.5170  -0.167
C 1.0062 2.4162 2.8329  -0.019
C 2.3947 0.4546 3.5263  0.020
C 3.2432 -0.6301 3.2509  -0.200
C 3.7578 -1.4847 4.3627  -0.022
C 3.6290 -0.8486 1.9150  0.009
C 3.0831 -0.1257 0.8573  -0.175
C 3.4961 -0.4298 -0.5465  -0.031
C -0.8784 4.6080 -0.9436  -0.207
C -0.0557 5.8396 -0.6636  -0.043
C -2.2472 4.6758 -0.6939  -0.004
H -4.8090 4.6319 -0.2176  0.079
H -5.1565 3.5530 -1.5862  0.089
H -4.8603 2.8698 0.0178  0.086
H -3.1965 1.6197 -1.8109  0.124
H 0.0728 1.2225 -3.1819  0.074
H -0.2425 0.3719 -1.6475  0.061
H -1.5131 0.5224 -2.8576  0.090
H 1.6588 4.1148 -0.9961  0.125
H 1.1478 4.5816 -3.3774  0.092
H 2.6698 3.6943 -3.1573  0.088
H 1.2269 2.8527 -3.7490  0.079
H 1.8239 1.2387 -1.9168  0.126
H 2.9618 2.2348 -0.9796  0.143
H 0.3405 1.8464 0.3865  0.129
H 0.8406 2.4872 3.9149  0.093
H 1.5436 3.3228 2.5141  0.105
H 0.0290 2.4346 2.3351  0.094
H 2.1870 0.7052 4.5718  0.137
H 4.3585 -2.3114 3.9714  0.087
H 4.3770 -0.9086 5.0650  0.104
H 2.9295 -1.9132 4.9437  0.102
H 4.3696 -1.6216 1.6998  0.133
H 4.2497 -1.2268 -0.5614  0.100
H 2.6508 -0.7543 -1.1728  0.090
H 3.9491 0.4535 -1.0103  0.089
H -0.7120 6.6651 -0.3553  0.083
H 0.6652 5.6863 0.1541  0.082
H 0.5048 6.1804 -1.5473  0.088
H -2.6752 5.5986 -0.2808  0.122

As for the spin multiplicity: 1. Its energy above the lowest of the compared OMol25 structures with the same formula, charge and spin is 18.3 kcal per mole. The total charge is +1. The HOMO-LUMO gap is 5.35 eV. Its HOMO energy is -10.44 eV.

No. 4
Molecular formula: C2H6N2O4
Method: DFT, the ωB97M-V functional and the def2-TZVPD basis

Last column: natural (NBO) charge in e.
Atoms and positions in Å:
C 0.0405 1.8688 -1.3613  -0.480
N 0.0697 1.2346 -2.7027  0.519
O 0.0007 1.9574 -3.6833  -0.375
O 0.0920 -0.0203 -2.7389  -0.385
H -1.0248 2.0905 -1.2985  0.236
H 0.5953 2.7765 -1.5988  0.225
H 0.4701 1.2575 -0.5676  0.254
C -0.0677 -1.8363 2.5860  -0.485
N -0.0147 -1.3091 1.2214  0.520
O -0.3802 -0.1286 1.1593  -0.401
O 0.2982 -2.0470 0.2796  -0.340
H 0.4087 -1.1089 3.2434  0.235
H 0.6058 -2.6932 2.5694  0.229
H -1.0935 -2.0420 2.8918  0.245

As for the SMILES: C[N+](=O)[O-].C[N+](=O)[O-]. As for the spin multiplicity: 1. Its energy above the lowest of the compared OMol25 structures with the same formula, charge and spin is 171.7 kcal per mole. The HOMO-LUMO gap is 10.41 eV. Its HOMO energy is -10.69 eV.

No. 5
Molecular formula: C25H32N5O2
Method: DFT, the ωB97M-V functional and the def2-TZVPD basis

Last column: natural (NBO) charge in e.
Atoms and positions in Å:
C 2.4955 4.4982 -0.2705  -0.722
C 1.6417 3.2703 -0.6200  0.708
O 0.8483 2.7682 0.1473  -0.578
N 1.8242 2.7948 -1.9420  -0.453
C 2.5429 3.6473 -2.8620  -0.222
C 1.9315 3.4866 -4.2492  -0.229
N 2.0120 2.0865 -4.7001  -0.413
C 1.6241 1.8388 -6.0990  -0.229
C 1.9571 0.4088 -6.5049  -0.220
N 1.2636 -0.5085 -5.6321  -0.449
C 0.9879 -1.7937 -6.1569  0.713
C 1.6031 -2.0291 -7.5501  -0.721
O 0.3023 -2.6065 -5.5847  -0.583
C 1.0776 -0.0913 -4.2781  0.081
C 0.8103 -0.9929 -3.2640  0.021
N 0.9112 -0.7840 -1.9264  -0.333
C 0.4570 -2.0945 -0.7418  0.284
C -0.9794 -1.9715 -0.7577  -0.152
C -1.6697 -1.3668 0.3470  -0.183
C -2.9692 -1.8334 0.5919  -0.222
C -3.5680 -2.6471 -0.3802  -0.138
C -2.9511 -3.0417 -1.5649  -0.227
C -1.6401 -2.6097 -1.8225  -0.159
N 0.9606 -2.1137 0.6005  -0.474
C 2.4258 -2.1570 0.6297  -0.218
C 2.9320 -1.7678 2.0012  -0.407
C 2.1891 -2.5417 3.0971  -0.399
C 0.6703 -2.6880 2.9826  -0.406
C 0.3869 -3.1266 1.5511  -0.213
C 1.1103 0.4878 -1.5961  0.052
C 1.3638 1.5458 -2.4510  0.074
C 1.4336 1.2067 -3.8260  0.267
H 3.5190 4.3885 -0.6974  0.230
H 2.0045 5.3975 -0.7055  0.242
H 2.5200 4.5803 0.8317  0.262
H 2.3732 4.6973 -2.5765  0.233
H 3.6314 3.3914 -2.8491  0.209
H 0.8491 3.7858 -4.2214  0.200
H 2.5154 4.0773 -4.9728  0.229
H 0.5182 2.0109 -6.1931  0.200
H 2.2224 2.5284 -6.7145  0.230
H 1.5579 0.2955 -7.5270  0.232
H 3.0588 0.2069 -6.4697  0.209
H 2.6587 -1.6646 -7.5728  0.231
H 1.5453 -3.1154 -7.7582  0.262
H 0.9905 -1.4640 -8.2905  0.241
H 0.5347 -1.9945 -3.5012  0.240
H 1.0924 -2.7099 -1.4865  0.207
H -1.1391 -0.6724 1.0431  0.246
H -3.4603 -1.5942 1.5554  0.235
H -4.5801 -3.0242 -0.1656  0.219
H -3.4264 -3.7485 -2.2791  0.236
H -1.0663 -2.8941 -2.7190  0.225
H 2.7782 -1.4887 -0.1428  0.201
H 2.8050 -3.1656 0.3388  0.179
H 2.8834 -0.6791 2.1204  0.210
H 3.9917 -2.0647 2.0289  0.222
H 2.5305 -3.5845 2.9709  0.194
H 2.4888 -2.2010 4.0958  0.227
H 0.3658 -3.5223 3.6464  0.224
H 0.0997 -1.7966 3.2817  0.211
H -0.6721 -3.2794 1.3672  0.231
H 0.8953 -4.1035 1.3959  0.186
H 1.0654 0.6033 -0.5418  0.242

As for the SMILES: CC(=O)N1CCN2CCN(C(C)=O)c3c[n+]([C@H](c4ccccc4)N4CCCCC4)cc1c32. As for the spin multiplicity: 1. The total charge is +1. The HOMO-LUMO gap is 8.61 eV. Its HOMO energy is -11.25 eV.

No. 6
Molecular formula: C6H7N2O2
Method: DFT, the ωB97M-V functional and the def2-TZVPD basis

Last column: natural (NBO) charge in e.
Atoms and positions in Å:
C -0.7799 2.7589 0.1978  0.127
N -0.2044 1.7205 -0.3291  -0.357
C 0.3962 1.9406 -1.9963  0.619
O 0.7267 2.9741 -2.2603  -0.354
C -0.2259 0.4581 0.1284  0.213
C 0.5903 -0.6728 -0.1913  -0.370
C 0.0063 -1.6548 0.5561  0.381
C 0.3043 -3.0098 0.8719  -0.697
O -0.9938 -1.1341 1.2892  -0.220
N -1.1394 0.1778 1.0233  -0.085
H -0.7355 3.7480 -0.1997  0.229
H -1.0279 2.8723 1.2530  0.243
H 0.5512 0.8778 -2.4552  0.227
H 1.4638 -0.8018 -0.8611  0.262
H 1.1083 -3.1285 1.5516  0.262
H -0.5756 -3.3989 1.3244  0.259
H 0.5354 -3.7274 0.0973  0.262

As for the SMILES: C=[N+](C=O)c1cc(C)on1. As for the spin multiplicity: 1. Its energy above the lowest of the compared OMol25 structures with the same formula, charge and spin is 99.4 kcal per mole. The total charge is +1. The HOMO-LUMO gap is 8.33 eV. Its HOMO energy is -13.94 eV.

What are the strongest force on any atom values for these records? In order: 3.48 7.02 1.74 3.22 2.96 5.73 eV Å⁻¹.